# C9H25AgBrN2O3

A molecular structure, C9H25AgBrN2O3 at a distorted geometry (ωB97M-V/def2-TZVPD, the Open Molecules 2025 dataset).

frontier orbital gap: 6.47 eV
energy: -3414.13439 Eh
highest occupied orbital energy: -3.82 eV

ORCA input file:
```
! RIJCOSX wB97M-V def2-TZVPD def2/J DEFGRID3
* xyz -1 1
Ag -2.433 19.300 -0.531
C -3.998 16.889 0.919
O -3.569 18.173 1.145
H -3.462 16.115 1.514
H -5.057 16.738 1.227
H -3.918 16.575 -0.141
Br -2.808 22.104 -0.071
C -0.077 16.845 -0.722
C 0.537 17.829 0.254
C 0.922 19.134 -0.467
O -0.112 19.732 -1.200
C 0.311 20.834 -1.944
N -0.302 17.993 1.441
H 0.564 16.675 -1.593
H -0.949 17.342 -1.166
H -0.400 15.893 -0.311
H 1.493 17.421 0.606
H 1.732 18.814 -1.147
H 1.344 19.858 0.243
H 1.166 20.571 -2.585
H 0.609 21.659 -1.286
H -0.456 21.242 -2.599
H 0.015 18.814 1.946
H -1.301 18.143 1.259
C -5.233 20.120 -2.093
C -4.505 18.991 -2.804
C -5.059 18.726 -4.188
O -4.490 17.517 -4.686
C -4.481 17.407 -6.082
N -3.033 19.234 -2.860
H -6.300 20.118 -2.312
H -4.800 21.097 -2.340
H -5.023 20.083 -1.022
H -4.725 18.101 -2.207
H -4.919 19.521 -4.932
H -6.136 18.529 -4.076
H -5.499 17.526 -6.481
H -4.119 16.412 -6.331
H -3.860 18.170 -6.568
H -2.986 20.117 -3.368
H -2.724 18.535 -3.536
*
```

# C9H25BClGaN4O3PS

A molecular structure, C9H25BClGaN4O3PS at a distorted geometry (ωB97M-V/def2-TZVPD, the Open Molecules 2025 dataset).

frontier orbital gap: 5.77 eV
energy: -3952.09597 Eh
highest occupied orbital energy: -5.02 eV

ORCA input file:
```
! RIJCOSX wB97M-V def2-TZVPD def2/J DEFGRID3
* xyz -1 1
C 1.318 -4.202 4.523
C 0.617 -5.445 3.766
B -0.846 -5.125 3.128
O -1.072 -5.611 1.765
Ga -2.410 -4.123 4.059
O -3.171 -5.075 5.503
Cl -4.122 -3.725 2.571
N -1.718 -2.344 4.566
C -1.527 -1.770 3.415
S -0.750 -1.272 1.995
H 1.336 -4.343 5.670
H 0.784 -3.217 4.225
H 2.409 -4.071 4.143
H 0.573 -6.359 4.484
H 1.323 -5.745 2.895
H -1.983 -5.344 1.484
H -3.695 -5.837 5.147
O 1.470 1.168 -0.574
P 1.206 2.103 -1.768
N 0.373 3.278 -0.796
C -0.718 4.153 -1.215
C 1.248 4.049 0.089
N 0.033 0.999 -2.437
C -1.398 1.251 -2.439
C 0.211 -0.422 -2.092
N 0.974 3.168 -3.176
C 0.801 2.539 -4.505
C 2.197 3.998 -3.336
H -0.404 4.917 -1.935
H -1.136 4.685 -0.350
H -1.565 3.619 -1.624
H 1.764 4.856 -0.446
H 2.007 3.413 0.546
H 0.684 4.507 0.910
H -1.815 1.304 -1.429
H -1.935 0.462 -2.982
H -1.651 2.158 -2.993
H -0.163 -0.643 -1.086
H 1.263 -0.713 -2.146
H -0.321 -1.069 -2.798
H 1.580 1.796 -4.702
H 0.837 3.295 -5.297
H -0.171 2.066 -4.628
H 3.069 3.377 -3.560
H 2.422 4.564 -2.431
H 2.074 4.733 -4.137
*
```

# C9H25N4

3 unconnected molecules or ions with the total composition C9H25N4 at a distorted geometry (ωB97M-V/def2-TZVPD, the Open Molecules 2025 dataset).

frontier orbital gap (spin up / spin down): 7.60 / 4.12 eV
expectation value of S²: 2.009
energy: -576.43293 Eh
highest occupied orbital energy (spin up / spin down): -10.25 / -10.25 eV

ORCA input file:
```
! RIJCOSX wB97M-V def2-TZVPD def2/J DEFGRID3
* xyz 1 3
C -1.126 0.933 5.639
C 1.613 -1.679 0.368
C 2.264 -1.133 -5.469
C 0.277 -1.900 -4.221
C -1.254 0.011 -5.538
C -1.445 1.991 6.777
C 1.647 -2.500 -0.990
C -1.567 3.377 6.127
C 0.835 -0.979 -5.232
N 0.151 -0.010 -5.889
N 0.337 -2.542 -1.551
N -0.068 -1.458 -2.165
N -1.871 4.405 7.127
H -0.611 0.151 5.998
H -2.047 0.590 5.059
H -0.448 1.317 4.981
H 1.604 -2.257 1.280
H 2.554 -1.173 0.569
H 0.877 -0.978 0.551
H 2.676 -0.383 -6.140
H 2.442 -2.018 -5.953
H 2.860 -1.270 -4.429
H 1.108 -2.600 -3.876
H 0.624 -0.725 -2.256
H -0.655 -2.355 -4.375
H -1.369 0.274 -4.453
H -1.630 0.950 -6.165
H -1.805 -0.835 -6.027
H -0.753 2.082 7.587
H -2.286 1.657 7.202
H 2.402 -1.929 -1.703
H 2.047 -3.592 -1.008
H -0.641 3.870 5.719
H -2.300 3.431 5.258
H 0.715 0.793 -6.131
H -0.395 -3.060 -1.069
H -2.686 4.232 7.696
H -2.078 5.311 6.701
*
```

# C9H25NO4

A molecular structure, C9H25NO4 at a distorted geometry (ωB97M-V/def2-TZVPD, the Open Molecules 2025 dataset).

frontier orbital gap: 6.49 eV
energy: -713.24214 Eh
highest occupied orbital energy: -6.65 eV

ORCA input file:
```
! RIJCOSX wB97M-V def2-TZVPD def2/J DEFGRID3
* xyz 0 1
O 1.786 0.876 -0.256
H 2.522 0.270 -0.159
H 1.462 0.719 -1.143
O 2.321 1.821 1.991
H 2.558 1.256 2.727
H 2.300 1.234 1.235
O 3.334 -0.307 -0.222
H 4.175 -0.430 -0.662
H 3.472 -0.652 0.660
C -1.114 -1.551 1.610
C -0.200 -1.181 0.419
C -0.790 -1.841 -0.897
C -2.041 -1.059 -1.416
C -1.578 0.351 -1.822
C -1.146 1.138 -0.508
N -0.135 0.303 0.211
O 0.504 0.843 1.293
C -0.417 2.412 -0.965
C -2.343 1.507 0.461
C 1.231 -1.845 0.469
H -1.750 -2.416 1.423
H -1.701 -0.713 1.984
H -0.516 -1.895 2.454
H -0.041 -2.187 -1.609
H -1.163 -2.848 -0.712
H -2.882 -1.110 -0.724
H -2.414 -1.688 -2.224
H -2.369 0.806 -2.418
H -0.615 0.244 -2.323
H -1.128 3.140 -1.357
H 0.215 2.870 -0.204
H 0.258 2.172 -1.786
H -2.938 0.627 0.707
H -2.123 1.968 1.424
H -2.936 2.214 -0.118
H 1.181 -2.922 0.628
H 1.852 -1.533 1.309
H 1.784 -1.635 -0.446
H 1.384 1.040 0.962
*
```

# C9H26Br2CuN4O3

A molecular structure, C9H26Br2CuN4O3 at a distorted geometry (ωB97M-V/def2-TZVPD, the Open Molecules 2025 dataset).

frontier orbital gap (spin up / spin down): 8.83 / 6.83 eV
expectation value of S²: 0.754
energy: -7591.77020 Eh
highest occupied orbital energy (spin up / spin down): -8.43 / -8.36 eV

ORCA input file:
```
! RIJCOSX wB97M-V def2-TZVPD def2/J DEFGRID3
* xyz 0 2
Cu -0.027 -0.564 0.011
Br 0.043 -2.318 2.092
Br -0.594 0.977 -2.288
C -2.438 1.142 1.399
O -1.291 0.781 1.223
N -3.021 1.002 2.522
N -3.002 1.944 0.567
H -4.020 1.139 2.475
H -2.470 0.455 3.168
H -3.918 2.338 0.724
H -2.450 2.146 -0.254
C -3.208 -3.638 -1.398
C -1.875 -2.940 -1.030
C -0.771 -2.804 -2.140
O 0.456 -2.214 -1.547
C 1.547 -2.473 -2.422
N -2.211 -1.560 -0.530
H -3.551 -3.415 -2.409
H -3.986 -3.451 -0.658
H -3.086 -4.721 -1.431
H -1.361 -3.533 -0.274
H -1.154 -2.174 -2.943
H -0.630 -3.802 -2.554
H 2.263 -2.943 -1.747
H 1.964 -1.570 -2.869
H 1.245 -3.057 -3.291
H -2.736 -1.254 -1.337
H -2.773 -1.687 0.299
C 3.939 1.247 0.918
C 2.451 0.993 1.196
C 1.653 2.366 1.187
O 2.348 3.307 1.943
C 2.081 4.711 1.547
N 2.003 0.301 0.007
H 4.207 1.865 0.060
H 4.577 0.369 0.823
H 4.325 1.727 1.817
H 2.282 0.417 2.105
H 0.613 2.291 1.501
H 1.632 2.717 0.155
H 1.038 4.821 1.250
H 2.702 4.951 0.684
H 2.174 5.513 2.279
H 2.747 -0.368 -0.133
H 2.285 0.968 -0.697
*
```

# C9H26BrN2O3

4 unconnected molecules or ions with the total composition C9H26BrN2O3 at a distorted geometry (ωB97M-V/def2-TZVPD, the Open Molecules 2025 dataset).

frontier orbital gap: 7.56 eV
energy: -3267.74920 Eh
highest occupied orbital energy: -4.43 eV

ORCA input file:
```
! RIJCOSX wB97M-V def2-TZVPD def2/J DEFGRID3
* xyz -1 1
Br 0.226 16.264 4.993
C 2.672 17.327 1.980
O 1.392 16.745 1.630
H 3.478 16.647 2.256
H 3.076 17.757 1.064
H 2.539 18.148 2.684
H 1.009 16.428 2.451
C -2.694 11.433 3.563
C -1.633 12.117 4.374
C -0.279 11.642 3.842
O 0.086 10.224 3.739
C 0.368 9.688 5.035
N -1.845 13.542 4.000
H -2.740 11.549 2.480
H -3.663 11.601 4.033
H -2.440 10.373 3.573
H -1.908 12.008 5.423
H 0.553 12.182 4.295
H -0.201 11.991 2.812
H -0.422 9.884 5.760
H 1.213 10.165 5.531
H 0.495 8.606 5.069
H -1.914 13.683 3.002
H -1.067 14.122 4.279
C -4.463 19.028 7.381
C -3.123 19.113 6.581
C -1.871 19.813 7.257
O -1.398 19.108 8.375
C -0.460 19.875 9.155
N -2.755 17.763 6.280
H -4.227 18.599 8.355
H -5.237 18.426 6.905
H -4.938 19.986 7.592
H -3.286 19.766 5.723
H -2.249 20.783 7.578
H -1.087 19.991 6.521
H 0.426 19.952 8.524
H -0.111 19.382 10.062
H -0.795 20.866 9.460
H -3.525 17.436 5.713
H -2.063 17.734 5.545
*
```

# C9H26N4O2P

2 unconnected molecules or ions with the total composition C9H26N4O2P (ωB97M-V/def2-TZVPD, the Open Molecules 2025 dataset).

frontier orbital gap: 10.14 eV
energy: -1069.13108 Eh
highest occupied orbital energy: -12.46 eV

ORCA input file:
```
! RIJCOSX wB97M-V def2-TZVPD def2/J DEFGRID3
* xyz 1 1
C -0.751 -0.844 4.371
C -1.651 -1.739 3.510
C -2.814 -0.989 2.865
C -2.355 0.047 1.844
N -2.123 -0.614 0.535
N -1.083 0.067 -0.216
C 0.250 -0.627 -0.050
C 0.067 -2.125 -0.266
N -0.980 -2.353 -1.271
P -1.398 0.381 -1.991
O -1.333 1.837 -2.173
H 0.100 -0.443 3.814
H -0.334 -1.400 5.211
H -1.310 -0.003 4.791
H -1.055 -2.208 2.718
H -2.047 -2.561 4.108
H -3.478 -1.698 2.361
H -3.413 -0.487 3.628
H -1.401 0.481 2.160
H -3.086 0.856 1.745
H -2.963 -0.571 -0.036
H -0.999 1.026 0.145
H 0.911 -0.207 -0.817
H 0.648 -0.374 0.933
H -0.146 -2.639 0.671
H 1.026 -2.495 -0.631
H -0.700 -3.070 -1.929
H -1.819 -2.693 -0.814
H -0.424 -0.368 -2.634
H -2.670 -0.175 -2.157
C 1.698 2.333 -3.102
C 2.572 1.231 -2.560
O 2.121 0.085 -2.455
N 3.812 1.529 -2.135
C 4.481 2.815 -2.177
H 0.780 1.853 -3.416
H 1.468 3.041 -2.304
H 2.112 2.897 -3.936
H 4.325 0.738 -1.774
H 5.379 2.768 -2.792
H 4.764 3.137 -1.175
H 3.818 3.563 -2.601
*
```

# C9H26O4

4 unconnected molecules or ions with the total composition C9H26O4 at a distorted geometry (ωB97M-V/def2-TZVPD, the Open Molecules 2025 dataset).

frontier orbital gap: 10.80 eV
energy: -659.41517 Eh
SMILES: CC(C)O.CC(C)O.CC(C)O.O
highest occupied orbital energy: -10.06 eV

ORCA input file:
```
! RIJCOSX wB97M-V def2-TZVPD def2/J DEFGRID3
* xyz 0 1
C 2.728 -1.759 0.905
C 1.763 -0.593 0.866
C 2.103 0.540 1.859
O 1.978 -0.117 -0.425
H 2.533 -2.218 1.874
H 3.778 -1.499 0.766
H 2.425 -2.436 0.106
H 0.762 -0.975 1.064
H 3.155 0.807 1.758
H 2.122 0.301 2.922
H 1.464 1.410 1.711
H 2.670 0.546 -0.382
C -2.449 4.105 1.346
C -1.162 3.386 1.608
C -1.338 2.307 2.686
O -0.829 2.873 0.341
H -3.205 3.449 0.915
H -2.297 4.828 0.545
H -2.861 4.523 2.264
H -0.342 4.078 1.802
H -1.718 2.765 3.599
H -0.429 1.779 2.975
H -2.047 1.549 2.353
H -0.499 3.579 -0.219
C -1.540 -3.122 -3.377
C -0.472 -3.543 -2.392
C 0.109 -2.354 -1.562
O -1.073 -4.460 -1.451
H -2.409 -2.563 -3.031
H -2.043 -3.905 -3.945
H -0.997 -2.514 -4.101
H 0.338 -3.982 -2.975
H 0.877 -1.777 -2.077
H 0.514 -2.732 -0.624
H -0.691 -1.683 -1.250
H -1.388 -5.154 -2.034
O 0.176 1.681 -1.828
H 0.655 0.918 -1.503
H -0.362 1.960 -1.087
*
```